[1]
C10H24BrF6N2O10S2V as an isolated structure, computed with the ωB97M-V functional and the def2-TZVPD basis.

Last column: Mulliken charge in e.
CARTESIAN COORDINATES (ANGSTROEM)
O1 3.5448 -0.5144 -0.4311  -0.624
V1 2.2768 -0.3811 -1.3898  1.160
O2 1.0266 -0.5088 -0.4403  -0.463
C1 -1.8927 1.2822 0.7038  -1.032
C2 -1.7582 2.7724 0.3407  0.091
C3 -0.6056 3.3820 1.1912  -0.610
O3 -0.3415 4.7246 0.7542  -0.333
C4 0.6632 5.4643 1.6270  -0.862
N1 -1.3115 2.8187 -1.1148  -0.017
H1 -1.6930 2.2938 -1.8887  0.299
H2 -1.3211 3.7856 -1.4067  0.418
H3 -0.3369 2.5875 -0.9850  -0.195
H4 -2.0283 1.3110 1.7849  0.337
H5 -1.0165 0.6978 0.4231  0.116
H6 -2.7958 0.9134 0.2175  0.455
H7 -2.7231 3.2750 0.2737  0.374
H8 0.3543 2.8724 1.1081  0.417
H9 -0.9137 3.4134 2.2362  0.440
H10 1.5288 4.8263 1.8052  0.334
H11 0.3517 5.4433 2.6714  0.354
H12 1.1124 6.3948 1.2801  0.328
C5 -2.3766 -1.6657 5.0072  -1.378
C6 -1.7888 -2.9665 4.3391  0.104
C7 -1.3981 -2.8505 2.8922  -0.667
O4 -0.5700 -3.8958 2.4270  -0.411
C8 -0.3352 -3.7302 1.0034  -0.675
N2 -0.4955 -3.2563 5.0807  -0.257
H13 -0.1461 -4.0985 4.6461  0.367
H14 0.1445 -2.5092 4.8519  0.349
H15 -0.5284 -3.3939 6.0807  0.339
H16 -3.4205 -1.6068 4.6989  0.386
H17 -1.8099 -0.7543 4.8166  0.361
H18 -2.3863 -1.8447 6.0823  0.433
H19 -2.5174 -3.7629 4.4913  0.345
H20 -0.9455 -1.8668 2.7672  0.376
H21 -2.3368 -2.7814 2.3426  0.451
H22 -1.2214 -3.8995 0.3919  0.367
H23 0.3326 -4.5501 0.7388  0.330
H24 0.1038 -2.7922 0.6635  0.180
C9 -1.7729 -1.8720 -3.6627  0.461
F1 -2.5943 -2.1587 -4.6740  -0.173
F2 -2.5203 -1.0474 -2.8329  -0.248
F3 -1.5179 -3.0539 -2.8884  -0.239
S1 -0.1565 -0.8238 -4.3177  1.063
O5 -0.6742 0.4753 -4.7754  -0.662
O6 0.7421 -0.6844 -3.1992  -0.450
O7 0.4197 -1.6402 -5.3814  -0.627
C10 4.3755 1.3255 -5.2581  0.671
F4 4.4649 2.3160 -4.3812  -0.177
F5 3.2448 1.3588 -5.9004  -0.178
F6 5.3440 1.4893 -6.1762  -0.208
S2 4.4576 -0.4134 -4.3409  1.118
O8 3.6251 -0.2522 -3.1039  -0.203
O9 3.9784 -1.3355 -5.3500  -0.411
O10 5.8990 -0.6505 -3.9794  -0.303
Br1 2.2600 2.3386 -1.8604  -0.419

Cartesian forces (eV/Å) of the 2 atoms listed first:
-1.4 -0.3 -1.1
0.4 2.5 0.4

Results
Spin multiplicity: 2
Charge: +1
E_HOMO (spin up / spin down), eV: -11.279 / -11.269

[2]
C49H53IIrN4O4Se as an isolated structure, computed with the ωB97M-V functional and the def2-TZVPD basis.

Last column: Mulliken charge in e.
CARTESIAN COORDINATES (ANGSTROEM)
Ir1 0.3560 -0.0612 0.8834  3.714
C1 0.8906 -3.6213 -4.2183  -1.912
C2 -0.0181 -3.8231 -3.0170  1.465
C3 -0.9419 -5.0009 -3.2077  -1.574
O1 -0.7779 -2.6185 -2.8133  -0.396
C4 -0.3979 -1.9710 -1.6111  -0.853
C5 0.9561 -2.6861 -1.3364  -1.259
O2 0.7424 -3.9938 -1.8248  -0.255
C6 1.7609 -2.6674 -0.0154  1.946
O3 1.8010 -1.3035 0.3751  -1.300
C7 1.2868 -3.6484 1.0678  -0.673
C8 0.5835 -3.2519 2.1967  1.285
C9 0.2109 -4.1631 3.1769  -0.424
C10 0.5462 -5.5005 3.0431  -0.903
C11 1.2485 -5.9138 1.9186  -0.810
C12 1.6197 -4.9972 0.9473  -0.113
C13 3.2339 -3.0077 -0.3056  0.142
C14 3.7056 -3.5477 -1.4934  -0.170
C15 5.0654 -3.7995 -1.6602  -0.974
C16 5.9636 -3.5189 -0.6447  -0.619
C17 5.4945 -2.9941 0.5544  -0.820
C18 4.1437 -2.7448 0.7182  -0.583
C19 -1.6320 -1.8156 -0.6671  3.195
O4 -1.2144 -1.1527 0.5227  -1.405
C20 -2.4020 -3.0570 -0.1901  -0.132
C21 -3.7242 -2.8913 0.2314  -0.832
C22 -4.4397 -3.9430 0.7827  -0.960
C23 -3.8412 -5.1856 0.9425  -0.749
C24 -2.5240 -5.3564 0.5508  -1.212
C25 -1.8119 -4.2994 -0.0045  -0.111
C26 -2.5964 -0.8962 -1.4415  -1.054
C27 -3.4002 -1.4131 -2.4569  0.028
C28 -4.2514 -0.5898 -3.1756  -1.069
C29 -4.3303 0.7664 -2.8836  -0.628
C30 -3.5377 1.2886 -1.8754  -0.701
C31 -2.6661 0.4644 -1.1691  -0.179
H1 0.2818 -3.4142 -5.0981  0.513
H2 1.4781 -4.5224 -4.3972  0.348
H3 1.5640 -2.7770 -4.0671  0.347
H4 -1.5123 -4.8647 -4.1263  0.363
H5 -1.6288 -5.0940 -2.3706  0.303
H6 -0.3536 -5.9158 -3.2919  0.422
H7 -0.1531 -0.9267 -1.8443  0.741
H8 1.6221 -2.1566 -2.0290  0.972
H9 0.2841 -2.2235 2.3205  -0.543
H10 -0.3554 -3.8280 4.0378  0.187
H11 0.2656 -6.2145 3.8070  0.414
H12 1.5206 -6.9554 1.8012  0.457
H13 2.1664 -5.3376 0.0771  0.498
H14 3.0253 -3.8094 -2.2923  0.437
H15 5.4156 -4.2227 -2.5931  0.463
H16 7.0194 -3.7143 -0.7801  0.406
H17 6.1835 -2.7882 1.3642  0.417
H18 3.7774 -2.3481 1.6582  0.347
H19 -4.2027 -1.9253 0.1362  0.550
H20 -5.4662 -3.7887 1.0912  0.446
H21 -4.3986 -6.0105 1.3685  0.438
H22 -2.0336 -6.3133 0.6818  0.520
H23 -0.7983 -4.4728 -0.3151  0.570
H24 -3.3574 -2.4701 -2.6831  0.398
H25 -4.8667 -1.0116 -3.9602  0.434
H26 -5.0124 1.4045 -3.4311  0.427
H27 -3.6133 2.3394 -1.6214  0.604
H28 -2.0655 0.8824 -0.3717  0.248
I1 -1.0176 -1.8879 6.5157  0.207
C32 -0.0386 -0.9141 4.9947  -0.947
C33 1.3223 -0.7120 4.8658  -0.141
N1 1.5123 -0.0315 3.7317  0.095
N2 0.3459 0.2322 3.0984  -0.229
C34 -0.6014 -0.3246 3.8658  -0.133
H29 2.1432 -1.0058 5.4998  0.494
H30 2.3836 0.2499 3.3104  0.193
H31 -1.6387 -0.2660 3.5735  0.497
C35 1.1426 6.3479 3.5909  -1.253
C36 1.7647 5.3143 2.6566  -0.141
C37 1.2627 3.8909 2.8991  -0.224
C38 -0.1791 3.6387 2.4625  -1.142
N3 -0.4553 4.0240 1.0682  0.769
C39 -0.0551 3.3695 -0.0310  -1.393
Se1 1.2244 1.9802 -0.1281  -0.466
N4 -0.5681 3.9707 -1.1129  2.205
C40 -0.3859 3.5790 -2.5203  -0.983
C41 0.4917 4.5469 -3.3048  -0.720
C42 1.9590 4.6054 -2.8702  -0.503
C43 2.2201 5.4578 -1.6252  -0.761
C44 -1.3558 5.0408 -0.7007  0.590
C45 -2.1066 5.9606 -1.4256  -1.316
C46 -2.7792 6.9201 -0.6979  -0.883
C47 -2.7100 6.9588 0.7046  -0.858
C48 -1.9727 6.0377 1.4196  -1.099
C49 -1.2915 5.0730 0.6839  1.148
H32 1.5860 7.3309 3.4342  0.411
H33 1.3041 6.0738 4.6354  0.335
H34 0.0680 6.4518 3.4338  0.178
H35 2.8477 5.3189 2.7898  0.493
H36 1.5855 5.5957 1.6143  -0.124
H37 1.3094 3.6649 3.9687  0.559
H38 1.9150 3.1831 2.3869  0.135
H39 -0.8691 4.2131 3.0764  0.724
H40 -0.4343 2.5868 2.5722  -0.166
H41 -1.3790 3.5188 -2.9625  0.516
H42 0.0410 2.5791 -2.5260  0.185
H43 0.0646 5.5528 -3.2628  0.341
H44 0.4306 4.2237 -4.3461  0.460
H45 2.5345 5.0193 -3.6992  0.347
H46 2.3317 3.5897 -2.7105  0.228
H47 1.6955 6.4143 -1.6889  0.300
H48 3.2841 5.6711 -1.5207  0.493
H49 1.9061 4.9616 -0.7047  -0.112
H50 -2.1661 5.9259 -2.5047  0.480
H51 -3.3748 7.6579 -1.2178  0.465
H52 -3.2486 7.7299 1.2382  0.442
H53 -1.9367 6.0754 2.4990  0.473

Cartesian forces (eV/Å) of the 2 atoms listed first:
0.0 0.8 0.0
0.0 0.0 0.0

Results
ΔE to the lowest compared entry with this formula, charge and spin, kcal per mole: 30.9
Spin multiplicity: 5
Charge: +1
E_HOMO (spin up / spin down), eV: -10.340 / -10.615

[3]
One molecule with the formula C5H12N2O2S, computed with the ωB97M-V functional and the def2-TZVPD basis.

Last column: Mulliken charge in e.
CARTESIAN COORDINATES (ANGSTROEM)
C1 0.1910 1.6729 1.2557  -0.983
N1 -0.7873 0.5449 1.3802  0.053
C2 -1.8876 0.5792 0.5114  -0.772
C3 -1.4531 -0.3138 -0.7961  -0.547
N2 -0.4297 -1.1911 -0.3487  -0.081
S1 1.0298 -1.4190 -1.1033  1.104
C4 1.9316 0.1219 -1.1248  -0.823
O1 0.7639 -1.8460 -2.4700  -0.684
O2 1.7084 -2.2872 -0.2189  -0.635
C5 -0.2417 -0.7268 1.2251  -1.006
H1 0.7502 1.6185 0.3414  0.327
H2 -0.3525 2.5789 1.2853  0.389
H3 0.9299 1.5088 1.9790  0.375
H4 -2.1869 1.5019 0.1514  0.356
H5 -2.5876 -0.0171 1.0262  0.452
H6 -2.3339 -1.0376 -1.0022  0.229
H7 -1.1813 0.2118 -1.6669  0.398
H8 2.1544 0.2580 -0.0364  0.245
H9 2.7941 -0.0874 -1.9094  0.368
H10 1.2664 0.8108 -1.4590  0.310
H11 0.8245 -0.9114 1.2074  0.670
H12 -0.9026 -1.5701 1.7726  0.255

Cartesian forces (eV/Å) of the 2 atoms listed first:
-1.1 -2.1 -1.1
2.4 1.6 0.5

Results
ΔE to the lowest compared entry with this formula, charge and spin, kcal per mole: 56.5
Charge: 0
SMILES: CN1CCN(S(C)(=O)=O)C1
E_HOMO, eV: -9.457

[4]
A 2-piece molecular cluster, CH6NOS overall, computed with the ωB97M-V functional and the def2-TZVPD basis.

Last column: Mulliken charge in e.
CARTESIAN COORDINATES (ANGSTROEM)
N1 0.9517 1.0849 -0.2225  -0.626
C1 0.2172 0.5111 0.9241  -0.806
O1 -1.1724 0.2869 0.7417  -0.720
H1 0.9396 0.3958 -1.0461  0.285
H2 0.4564 1.9488 -0.5468  0.238
H3 0.6939 -0.4500 1.1628  0.538
H4 0.3078 1.1664 1.7850  0.332
H5 -1.3112 -0.4603 0.0372  0.084
S1 -0.2182 -1.6648 -1.2693  -1.472
H6 -0.8647 -2.8187 -1.5661  0.147

Cartesian forces (eV/Å) of the 2 atoms listed first:
-0.6 -0.1 -0.9
-0.3 -0.9 -1.1

Results
ΔE to the lowest compared entry with this formula, charge and spin, kcal per mole: 0.0
Spin multiplicity: 2
Charge: -2
E_HOMO (spin up / spin down), eV: 4.049 / 0.005

F_max per entry: 3.65 0.76 4.33 2.04 eV/Å